{
  "formula": "C23H52FN10O6",
  "method": "wB97M-V/def2-TZVPD",
  "charge": 1,
  "lumo_ev": -2.73,
  "energy_ha": -2006.227443,
  "fmax_ev_per_a": 0.47,
  "species": ["N", "C", "N", "C", "C", "C", "C", "F", "N", "N", "H", "H", "H", "H", "H", "H", "H", "H", "H", "H", "C", "O", "N", "C", "C", "H", "H", "H", "H", "H", "H", "H", "C", "O", "N", "C", "C", "H", "H", "H", "H", "H", "H", "H", "C", "O", "N", "C", "C", "H", "H", "H", "H", "H", "H", "H", "C", "O", "N", "C", "C", "H", "H", "H", "H", "H", "H", "H", "C", "O", "N", "C", "C", "H", "H", "H", "H", "H", "H", "H", "C", "O", "N", "C", "C", "H", "H", "H", "H", "H", "H", "H"],
  "coordinates": [[3.389702, 1.434073, -0.548705], [3.679418, 1.178902, -1.844966], [4.679607, 1.637832, -2.608821], [4.511917, 1.102322, -3.815216], [5.342951, 1.372456, -5.013738], [4.917173, 2.699295, -5.691278], [5.970537, 3.784489, -5.548462], [5.361585, 5.014570, -5.672707], [3.427861, 0.314646, -3.820013], [2.906937, 0.355090, -2.581313], [2.634489, 2.051543, -0.248508], [3.970702, 1.038312, 0.168145], [6.375181, 1.427439, -4.666062], [5.269095, 0.540562, -5.713495], [4.016352, 3.095022, -5.215706], [4.669128, 2.525556, -6.737381], [6.741002, 3.721870, -6.318296], [6.436850, 3.745427, -4.561604], [3.042535, -0.218800, -4.586751], [2.065101, -0.141350, -2.314241], [2.197216, 2.615342, 2.313500], [1.546726, 2.466648, 1.280072], [1.865060, 3.443145, 3.298426], [2.658390, 3.575010, 4.505677], [0.648439, 4.233906, 3.169507], [3.126720, 2.055059, 2.514824], [2.057408, 3.303576, 5.373010], [3.009609, 4.601595, 4.620032], [3.522774, 2.915371, 4.447084], [-0.214082, 3.577992, 3.076980], [0.699954, 4.869743, 2.285270], [0.533346, 4.837533, 4.063340], [-0.293165, -2.276147, -3.560441], [-0.730431, -1.204129, -3.948703], [-0.284855, -2.685450, -2.281816], [0.280878, -3.958983, -1.885846], [-0.895416, -1.845007, -1.258778], [0.177147, -3.002935, -4.246824], [-0.480016, -4.591161, -1.426107], [1.089470, -3.820219, -1.164687], [0.676873, -4.471235, -2.761694], [-1.946475, -1.677211, -1.477102], [-0.398707, -0.872280, -1.205527], [-0.824646, -2.351696, -0.302229], [-1.090098, 2.886561, 6.673317], [-0.390003, 2.924061, 5.673635], [-1.930969, 3.865593, 7.043720], [-2.747525, 3.772287, 8.237319], [-2.020500, 5.054058, 6.212621], [-1.090598, 2.026774, 7.361893], [-3.808371, 3.824024, 7.987388], [-2.514289, 4.580509, 8.932296], [-2.554029, 2.822701, 8.732505], [-2.337436, 4.794929, 5.202041], [-1.052023, 5.551225, 6.146493], [-2.742917, 5.737048, 6.652252], [-3.528894, -4.568511, -0.312469], [-3.174773, -3.403565, -0.151542], [-4.665159, -4.912267, -0.936535], [-5.061305, -6.296755, -1.105042], [-5.522843, -3.857905, -1.448933], [-2.943129, -5.420141, 0.051459], [-5.159587, -6.543216, -2.164417], [-6.018306, -6.485842, -0.615366], [-4.311942, -6.940248, -0.650517], [-4.993523, -3.250088, -2.183549], [-5.848223, -3.197630, -0.644815], [-6.392851, -4.312221, -1.917054], [-1.291039, 3.313398, -4.609763], [-2.079357, 4.231181, -4.634707], [0.057206, 3.484463, -4.597201], [0.964897, 2.369867, -4.566475], [0.580501, 4.840259, -4.614852], [-1.596238, 2.253377, -4.593031], [1.592537, 2.411797, -3.667982], [1.618028, 2.375802, -5.446631], [0.395115, 1.438377, -4.560032], [0.228745, 5.399931, -3.748170], [0.250407, 5.369557, -5.508473], [1.668715, 4.802376, -4.602258], [-2.422306, -7.199831, 2.402549], [-3.258499, -6.950485, 1.548432], [-2.321355, -6.533657, 3.563750], [-1.323856, -6.862491, 4.560006], [-3.255383, -5.446616, 3.817554], [-1.675424, -8.000816, 2.285293], [-1.794209, -7.153736, 5.500683], [-0.667850, -6.010889, 4.750024], [-0.719209, -7.694793, 4.204205], [-4.281795, -5.812710, 3.802906], [-3.163302, -4.672882, 3.054729], [-3.037379, -5.020582, 4.793896]],
  "forces_ev_per_angstrom": [[0.09, -0.10, -0.15], [-0.21, -0.05, -0.19], [0.12, -0.06, 0.03], [-0.10, -0.12, 0.28], [-0.04, 0.05, -0.07], [-0.10, 0.07, 0.13], [0.12, -0.10, 0.03], [-0.13, 0.22, -0.10], [0.30, 0.13, -0.34], [-0.18, -0.04, 0.10], [-0.19, -0.30, 0.24], [0.18, 0.24, -0.02], [0.02, -0.03, -0.08], [0.01, -0.04, 0.05], [-0.01, -0.07, -0.01], [0.05, 0.03, 0.00], [0.05, -0.09, 0.04], [0.00, -0.01, 0.02], [-0.23, 0.00, 0.14], [-0.02, 0.03, -0.04], [-0.09, 0.08, 0.17], [0.17, 0.05, -0.19], [-0.01, 0.04, -0.04], [-0.03, -0.05, 0.05], [-0.04, 0.00, -0.13], [0.00, 0.02, -0.04], [0.00, -0.01, -0.01], [0.01, 0.00, -0.02], [0.00, 0.00, 0.00], [-0.02, 0.02, 0.03], [0.05, 0.00, 0.01], [-0.01, -0.01, 0.00], [0.16, -0.06, 0.08], [0.20, 0.15, 0.02], [0.06, 0.07, 0.03], [-0.10, -0.08, -0.02], [0.04, 0.15, -0.06], [-0.09, -0.02, -0.02], [-0.01, 0.01, -0.01], [0.00, 0.02, -0.01], [0.00, -0.01, 0.01], [0.00, -0.01, 0.03], [0.03, -0.01, -0.01], [-0.05, 0.02, 0.01], [-0.02, -0.03, -0.03], [0.04, 0.01, 0.10], [0.00, 0.01, 0.00], [0.01, 0.01, -0.02], [0.01, -0.02, 0.00], [0.00, 0.00, 0.00], [0.00, -0.01, 0.00], [0.01, -0.01, 0.01], [-0.01, 0.00, 0.01], [-0.01, 0.00, 0.00], [0.00, 0.01, 0.01], [0.00, 0.00, -0.01], [-0.02, 0.24, -0.08], [0.06, -0.17, 0.03], [-0.01, -0.02, -0.04], [0.02, 0.00, 0.00], [0.00, -0.01, 0.03], [-0.07, 0.01, -0.08], [0.01, 0.00, 0.00], [0.00, -0.01, 0.01], [-0.02, 0.00, 0.02], [0.00, 0.00, -0.01], [-0.01, 0.00, 0.01], [0.00, 0.01, 0.00], [0.01, 0.04, 0.01], [0.00, -0.03, 0.00], [-0.03, -0.02, 0.00], [-0.06, 0.08, -0.04], [-0.02, -0.01, -0.01], [0.01, 0.00, 0.00], [0.00, 0.00, -0.01], [0.01, -0.04, 0.00], [0.01, -0.02, 0.03], [0.01, 0.00, 0.01], [0.00, 0.00, -0.01], [0.00, 0.01, 0.00], [-0.09, 0.04, 0.05], [0.11, -0.18, 0.06], [0.02, 0.02, -0.01], [-0.02, 0.01, -0.01], [0.01, -0.02, -0.01], [-0.01, -0.01, 0.01], [0.00, -0.01, 0.00], [0.01, 0.00, -0.01], [0.01, 0.00, 0.01], [0.00, 0.00, 0.01], [0.01, 0.00, 0.00], [-0.01, 0.01, 0.00]],
  "lowdin_charge": [0.16, -0.36, 0.24, -0.28, -0.09, -0.15, -0.21, -0.04, 0.15, 0.16, 0.07, 0.11, 0.13, 0.12, 0.10, 0.12, 0.13, 0.12, 0.20, 0.19, -0.34, -0.03, -0.17, -0.04, -0.04, 0.13, 0.08, 0.09, 0.08, 0.09, 0.10, 0.08, -0.37, -0.01, -0.19, -0.05, -0.04, 0.13, 0.09, 0.09, 0.08, 0.09, 0.08, 0.08, -0.33, -0.01, -0.19, -0.05, -0.04, 0.14, 0.09, 0.09, 0.08, 0.09, 0.09, 0.09, -0.34, -0.02, -0.18, -0.05, -0.04, 0.11, 0.09, 0.09, 0.07, 0.09, 0.09, 0.09, -0.34, 0.03, -0.20, -0.09, -0.04, 0.14, 0.07, 0.08, 0.07, 0.10, 0.10, 0.08, -0.33, -0.01, -0.19, -0.06, -0.03, 0.14, 0.09, 0.09, 0.08, 0.10, 0.09, 0.09]
}